DFT (ωB97M-V with the def2-TZVPD basis set) results for a structure of composition H30NO13.

```
44
Properties=species:S:1:pos:R:3:forces:R:3:mulliken_charge:R:1
N 0.617568 -0.555727 -0.246773 -1.513 1.023 5.329 0.3816
H 1.466568 -0.212727 -0.433773 4.521 3.057 0.112 0.3038
H 0.053568 -0.163727 -0.859773 -3.937 2.327 -4.215 0.2168
H 0.200568 -0.364727 0.703227 1.112 -0.521 -1.057 -0.1582
H 0.793568 -1.443727 -0.452773 -0.297 -5.352 -0.550 0.2114
O -2.027432 1.239273 -1.263773 0.664 2.631 1.786 -0.7554
H -2.345432 1.850273 -0.514773 0.508 -1.584 -1.860 0.2116
H -2.644432 0.444273 -1.245773 -0.202 1.487 -0.459 0.4985
O 0.424568 -0.036727 3.540227 -1.808 -0.238 -0.989 -0.6247
H 0.225568 -0.629727 2.775227 0.148 0.221 1.199 0.3075
H 1.343568 0.124273 3.548227 1.669 0.313 0.047 0.3234
O -0.731432 -1.974727 2.028227 -3.657 0.609 0.068 -0.6193
H -1.749432 -2.024727 2.272227 3.285 0.144 -0.450 0.3093
H -0.308432 -2.827727 2.107227 0.029 -0.433 0.202 0.2992
O -2.549432 0.603273 2.177227 -2.886 0.672 4.608 -0.6578
H -1.732432 0.891273 1.873227 2.320 0.824 -0.921 0.2863
H -2.630432 1.045273 3.159227 0.324 -1.773 -3.713 0.3626
O 2.317568 2.137273 -1.698773 0.679 0.790 1.087 -0.5609
H 2.660568 2.957273 -1.270773 -0.204 -1.065 -0.377 0.2885
H 1.765568 2.469273 -2.397773 -0.576 0.048 -0.558 0.3020
O -3.369432 -0.596727 -1.045773 -2.685 0.150 1.224 -0.6257
H -3.792432 -1.242727 -1.582773 -1.035 -0.410 -0.865 0.3107
H -2.554432 -1.050727 -0.889773 0.601 -0.501 0.396 0.3666
O 0.790568 -0.451727 -3.457773 -13.769 3.767 2.994 -0.5656
H 0.592568 0.554273 -3.673773 -0.078 -2.689 0.755 0.3713
H 1.569568 -0.505727 -3.654773 13.940 -1.520 -3.505 0.2230
O 3.186568 -0.626727 0.926227 1.276 -1.291 0.475 -0.5695
H 3.589568 -0.443727 1.816227 -0.492 -0.148 -1.320 0.2950
H 3.742568 -1.368727 0.548227 -0.721 1.399 0.776 0.2821
O 2.351568 2.558273 2.120227 -2.760 -3.818 -0.839 -0.6362
H 1.451568 2.159273 1.722227 3.333 1.230 1.029 0.3817
H 2.231568 3.455273 1.952227 -0.058 2.604 -0.301 0.2701
O -1.800432 -2.233727 -1.353773 1.137 0.648 5.592 -0.5593
H -1.714432 -2.785727 -0.533773 -0.054 0.422 -1.360 0.2894
H -1.687432 -2.717727 -2.084773 0.812 -3.084 -4.371 0.2351
O -0.349432 1.898273 -3.244773 3.405 2.864 -2.333 -0.6011
H -0.624432 2.813273 -3.410773 0.695 -0.018 -0.481 0.2934
H -1.110432 1.630273 -2.860773 -4.020 -2.310 2.727 0.2548
O -0.227432 1.933273 1.034227 1.689 -3.940 -0.546 -0.4452
H -0.509432 2.550273 0.426227 -1.073 2.513 -1.342 0.1202
H -0.273432 2.066273 1.944227 -0.647 1.361 2.278 0.4055
O 1.020568 -3.551727 0.861227 2.090 0.594 -1.065 -0.6228
H 0.467568 -4.094727 0.313227 -0.389 -0.690 -0.412 0.3092
H 1.868568 -3.475727 0.329227 -1.374 -0.314 1.204 0.2912
```
Positions in Å, forces in eV/Å.

As for the molar mass: 252.23 g/mol. The value obtained for the lowest unoccupied orbital energy is -0.1183 Eh. As for the HOMO energy: -13.8 eV. As for the frontier orbital gap: 10.582 eV. The total charge is +1.

DFT (ωB97M-V with the def2-TZVPD basis set) results for a cluster of 15 separate species, H30O15 in total.

```
45
Properties=species:S:1:pos:R:3:forces:R:3:mulliken_charge:R:1
O 3.139556 0.212244 -0.866111 0.266 0.574 -1.860 -0.6805
H 2.285556 -0.166756 -0.732111 -0.891 -0.640 -0.168 0.2336
H 3.460556 0.222244 0.020889 0.721 0.108 1.430 0.4331
O -1.886444 -1.925756 0.592889 -0.125 0.481 0.169 -0.6972
H -2.235444 -2.182756 -0.270111 0.497 -0.291 -0.055 0.2606
H -1.230444 -2.555756 0.920889 -0.232 -0.320 -0.533 0.3065
O 0.425556 -0.473756 -0.205111 -0.808 -0.322 0.461 0.6742
H 0.380556 0.479244 -0.338111 0.015 0.052 -0.061 -0.2066
H -0.437444 -0.716756 0.207889 0.477 0.193 -0.308 0.0418
O 0.622556 -3.201756 -0.473111 -0.011 -1.074 -0.766 -0.7632
H 0.717556 -3.696756 -1.320111 -0.152 0.630 0.986 0.3328
H 0.618556 -2.272756 -0.715111 0.024 0.536 -0.417 0.3444
O -2.179444 0.735244 -2.037111 -0.152 0.831 1.361 -0.5159
H -2.520444 0.968244 -1.120111 0.099 -0.942 -1.177 0.3002
H -2.568444 1.445244 -2.550111 -0.043 0.036 -0.462 0.2636
O -1.568444 1.251244 1.635889 -0.094 0.184 2.733 -0.6252
H -0.724444 1.585244 1.383889 1.486 0.306 -0.730 0.2275
H -1.438444 1.288244 2.629889 -0.823 -0.472 -1.586 0.2603
O 1.159556 1.875244 1.966889 -0.530 -0.340 -0.979 -0.7327
H 0.958556 2.310244 2.777889 0.157 0.606 0.943 0.2539
H 1.779556 2.415244 1.444889 0.214 0.358 -0.016 0.3388
O 0.297556 2.265244 -1.006111 -0.393 1.355 -0.054 -0.5916
H -0.310444 2.932244 -0.634111 0.102 -0.618 0.241 0.2424
H 0.507556 2.708244 -1.838111 0.084 -0.320 -0.254 0.2511
O 2.769556 3.078244 0.039889 1.226 0.376 1.525 -0.6875
H 2.146556 2.700244 -0.554111 -0.771 -0.413 -0.928 0.4270
H 2.751556 4.034244 -0.000111 -0.165 0.149 -0.271 0.2651
O -3.604444 0.604244 0.284889 -0.607 0.719 -0.758 -0.6650
H -4.044444 -0.226756 0.395889 -0.292 -0.592 0.055 0.3294
H -2.851444 0.635244 0.877889 0.242 0.009 0.615 0.4057
O -2.968444 -1.164756 2.962889 -0.596 -0.496 -0.244 -0.6206
H -3.570444 -1.910756 3.167889 0.594 0.718 -0.216 0.2822
H -2.779444 -1.243756 1.999889 0.017 -0.249 0.842 0.3160
O 3.056556 -0.023756 1.780889 1.099 -0.676 0.123 -0.8079
H 2.639556 -0.887756 1.678889 0.263 -0.551 0.243 0.4094
H 2.320556 0.564244 1.790889 -0.879 0.795 0.318 0.4999
O 2.168556 -2.691756 1.803889 0.019 0.933 1.018 -0.6787
H 1.578556 -2.744756 1.058889 -0.225 -0.649 -0.763 0.4444
H 2.708556 -3.471756 1.825889 0.238 -0.477 -0.220 0.2641
O -1.304444 -1.968756 -2.968111 0.937 0.606 0.870 -0.6344
H -0.707444 -1.193756 -2.816111 -0.803 -0.847 -0.223 0.3065
H -1.438444 -1.962756 -3.909111 -0.121 0.004 -0.577 0.2774
O 0.586556 0.441244 -3.188111 0.879 -0.086 -1.363 -0.6773
H 1.155556 1.204244 -3.280111 0.836 -0.167 -0.723 0.3312
H 0.133556 0.728244 -2.429111 -1.776 -0.015 1.778 0.2613
```
Positions in Å, forces in eV/Å.

As for the molar mass: 270.23 g/mol. The value obtained for the lowest unoccupied orbital energy is -0.0166 Eh. As for the HOMO energy: -10.1 eV. As for the frontier orbital gap: 9.672 eV.

DFT (ωB97M-V with the def2-TZVPD basis set) results for a cluster of 15 separate species, H30O15 in total.

```
45
Properties=species:S:1:pos:R:3:forces:R:3:mulliken_charge:R:1
O 1.277293 0.285512 3.680421 -0.559 -0.650 2.761 -0.6690
H 0.868212 -0.611281 3.668027 0.291 0.731 -0.171 0.5625
H 1.513008 0.448262 2.808471 0.450 0.418 -2.292 0.1720
O -3.595354 0.202916 -0.341992 0.146 0.568 -0.405 -0.7224
H -2.958315 0.040361 0.343546 0.101 -1.080 1.396 0.3967
H -3.133727 1.019823 -0.572594 -0.771 0.561 -0.847 0.4134
O -0.120130 2.337123 1.317687 -0.381 -0.062 0.091 -0.5974
H -0.167405 3.277647 1.320117 -0.888 1.482 0.310 0.3053
H 0.824230 2.307129 1.357486 1.558 -1.056 0.222 0.2521
O -1.519896 1.430897 -3.025295 1.149 -0.308 -1.917 -0.6922
H -1.590842 0.519233 -2.735817 -0.461 -0.006 -0.252 0.3366
H -1.941237 1.907306 -2.348586 -0.824 0.993 1.485 0.3531
O -0.019557 -2.016244 3.320966 0.913 -0.564 0.137 -0.7063
H -0.744461 -1.948856 3.928023 -0.645 0.035 0.345 0.3175
H -0.375516 -2.168754 2.435237 -0.378 -0.057 -0.082 0.3149
O 0.530692 -0.775804 -3.840443 -0.336 0.050 0.048 -0.6900
H 0.938292 -0.983759 -2.995489 -0.086 -0.225 0.127 0.2241
H -0.426972 -0.769091 -3.602324 0.844 -0.007 -0.289 0.4351
O 2.049715 -2.162101 -1.644484 -0.297 0.338 -1.823 -0.5708
H 2.464869 -2.363850 -2.516437 -0.503 0.136 0.848 0.2867
H 2.656909 -2.504112 -1.017558 0.892 -0.587 0.863 0.2346
O -1.910500 2.520746 -0.559089 0.211 1.149 -0.030 -0.7749
H -1.258745 2.289210 0.144086 -0.231 -0.078 -0.392 0.4118
H -1.658150 3.426327 -0.837176 -0.356 -0.805 0.260 0.3027
O 1.458904 1.529713 -2.000270 0.448 0.615 2.286 -0.6064
H 1.095393 2.276100 -2.447622 -0.724 0.911 -0.370 0.2467
H 1.581483 0.922435 -2.686783 0.174 -1.641 -1.887 0.3156
O 2.626351 1.926767 1.607442 0.254 0.382 0.540 -0.7505
H 3.150193 1.661694 2.384778 -0.356 0.080 -0.336 0.3561
H 2.776983 1.269485 0.936117 0.301 -0.070 -0.305 0.2261
O 2.211349 -0.985522 1.303025 1.405 -1.912 -1.588 -0.6301
H 2.513959 -1.961705 1.242070 -0.840 2.309 0.465 0.2361
H 2.713515 -0.568663 0.556749 -0.483 -0.715 0.762 0.2673
O -1.112529 -2.363065 0.863933 -0.810 -0.017 1.412 -0.6651
H -0.511531 -1.844944 0.346187 0.291 -0.162 -1.148 0.1432
H -1.258672 -3.261251 0.592011 0.362 -0.344 -0.657 0.2437
O -1.891008 0.084299 2.006054 -0.501 1.167 0.338 -0.7258
H -2.192371 -0.776300 2.279219 0.295 -0.467 -0.341 0.2637
H -1.141324 0.054986 1.404316 -0.043 -0.328 0.179 0.1909
O -1.668753 -1.007795 -2.164944 -1.420 -1.296 -2.130 -0.7124
H -1.789990 -1.953004 -2.108716 -0.329 -0.286 -0.073 0.3565
H -1.080170 -0.785990 -1.487650 1.413 0.484 2.189 0.4198
O -0.091044 -0.065870 -0.285118 -0.245 -2.029 2.254 1.0874
H 0.260007 0.540734 -0.900167 1.149 1.834 -1.463 -0.2662
H 0.646842 -0.400743 0.272586 -0.182 0.509 -0.519 0.1072
```
Positions in Å, forces in eV/Å.

As for the molar mass: 270.23 g/mol. The value obtained for the lowest unoccupied orbital energy is -0.0323 Eh. As for the HOMO energy: -9.7 eV. As for the frontier orbital gap: 8.821 eV.

DFT (ωB97M-V with the def2-TZVPD basis set) results for a cluster of 15 separate species, H30O15 in total.

```
45
Properties=species:S:1:pos:R:3:forces:R:3:mulliken_charge:R:1
O 2.758333 0.637844 1.138022 -0.284 -0.565 0.239 -0.8349
H 2.019333 -0.000156 1.176022 0.349 0.268 0.065 0.5057
H 3.517333 0.064844 0.989022 0.161 -0.099 0.152 0.3063
O -1.053667 2.659844 0.898022 0.212 -0.417 0.036 -0.5897
H -1.816667 2.152844 0.598022 -0.702 0.274 0.475 0.4170
H -1.236667 3.042844 1.759022 -0.049 0.105 -0.039 0.2231
O 2.039333 -2.378156 0.679022 0.636 -0.317 0.526 -0.6736
H 1.545333 -2.337156 -0.113978 -0.141 -0.233 -1.770 0.3537
H 1.394333 -1.978156 1.263022 0.025 0.166 0.948 0.3463
O -3.090667 -0.919156 -2.366978 -0.901 0.297 0.316 -0.6314
H -2.796667 -0.895156 -3.269978 0.174 -0.002 -0.591 0.3009
H -2.314667 -0.786156 -1.832978 0.789 -0.439 0.334 0.2633
O -1.531667 0.241844 2.943022 -0.113 -2.393 0.436 -0.7128
H -1.659667 0.412844 2.027022 -0.203 0.816 -1.047 0.2800
H -1.452667 1.013844 3.458022 0.176 1.549 0.513 0.2702
O 1.644333 3.125844 0.395022 1.232 -0.384 3.040 -0.6934
H 1.251333 2.939844 -0.415978 -0.836 -0.398 -2.233 0.3313
H 1.749333 2.250844 0.845022 0.037 1.226 -0.579 0.3466
O -2.786667 0.913844 -0.030978 0.029 0.008 -1.108 -0.7611
H -3.609667 0.409844 -0.036978 -0.017 0.137 -0.117 0.3280
H -2.585667 1.074844 -0.983978 -0.454 -0.303 0.879 0.2813
O 2.601333 -1.362156 -2.018978 2.722 0.646 -0.616 -0.7063
H 1.741333 -1.653156 -1.913978 -2.258 -0.923 0.270 0.3217
H 2.618333 -0.413156 -1.769978 -0.001 -0.114 -0.229 0.4835
O -0.406667 4.830844 -0.507978 -1.130 -0.273 -1.927 -0.6404
H -0.547667 3.939844 -0.137978 0.212 0.486 0.299 0.3595
H -0.924667 4.769844 -1.358978 0.856 0.434 1.293 0.2990
O -0.195667 -1.660156 -1.757978 -0.740 -1.120 -0.630 -0.4203
H -0.316667 -2.158156 -2.586978 0.202 0.643 0.219 0.2670
H 0.192333 -0.804156 -1.896978 0.271 0.916 -0.280 0.2429
O -1.716667 -1.756156 0.731022 1.397 -0.534 -0.056 -0.4053
H -1.421667 -2.536156 1.227022 0.118 -0.006 -0.436 0.2268
H -2.548667 -1.579156 1.118022 -1.515 0.430 0.564 0.2182
O 2.742333 1.224844 -1.470978 -0.142 -0.013 -0.554 -0.6772
H 2.634333 1.102844 -0.504978 0.400 0.280 -0.074 0.3684
H 3.657333 1.464844 -1.650978 -0.106 0.110 0.235 0.2487
O -0.715667 -4.059156 -0.835978 0.314 0.793 -0.072 -0.6921
H -0.446667 -3.115156 -0.919978 -0.657 -0.756 0.430 0.2808
H 0.016333 -4.478156 -1.288978 0.185 -0.613 0.032 0.3345
O 0.232333 0.290844 -0.146978 0.614 0.320 -0.426 0.0292
H -0.248667 -0.442156 0.210022 -0.616 -1.215 0.307 0.0814
H -0.351667 1.011844 0.065022 0.102 0.950 0.276 0.0726
O 0.807333 -1.273156 2.627022 0.059 -0.533 0.507 -0.6912
H 0.675333 -2.124156 3.072022 0.173 0.298 0.031 0.3517
H -0.061667 -0.869156 2.602022 -0.580 0.498 0.363 0.3898
```
Positions in Å, forces in eV/Å.

As for the molar mass: 270.23 g/mol. The value obtained for the lowest unoccupied orbital energy is -0.0182 Eh. As for the HOMO energy: -10.1 eV. As for the frontier orbital gap: 9.611 eV.

Q: Which energy relative to the best compared isomer or geometry (same formula, charge and spin) values were calculated for the entries above? A: 183.7; 28.7; 57.7; 51.0, in kcal per mole.